{
  "formula": "C5H7N",
  "method": "the ωB97M-V functional and the def2-TZVPD basis",
  "e_above_lowest_kcal_mol": 146.49,
  "fmax_ev_per_a": 0.6,
  "energy_ev": -6782.1603,
  "species": ["C", "C", "C", "C", "C", "N", "H", "H", "H", "H", "H", "H", "H"],
  "positions_angstrom": [[2.017, 0.111, -0.186], [0.458, -0.410, -0.002], [0.238, 0.920, -0.002], [-2.865, 0.936, 0.096], [-2.680, -0.251, 0.021], [0.075, -1.612, -0.076], [2.539, -0.513, 0.546], [2.274, -0.146, -1.213], [2.312, 1.151, -0.020], [0.296, 1.415, 0.972], [-3.047, 1.987, 0.149], [-2.433, -1.291, -0.052], [0.846, -2.263, -0.202]],
  "mulliken_charge": [-0.998, 0.783, -0.564, -0.481, -0.267, -0.656, 0.368, 0.290, 0.307, 0.245, 0.366, 0.390, 0.216]
}

---

{
  "formula": "C5H7N",
  "method": "the ωB97M-V functional and the def2-TZVPD basis",
  "e_above_lowest_kcal_mol": 102.29,
  "fmax_ev_per_a": 1.4,
  "energy_ev": -6784.0769,
  "species": ["C", "C", "C", "C", "N", "C", "H", "H", "H", "H", "H", "H", "H"],
  "positions_angstrom": [[0.158, -0.564, 1.383], [0.321, -1.036, 0.004], [-0.997, -0.378, 0.322], [-0.695, 0.701, -0.841], [0.306, 1.463, -0.144], [0.678, 0.195, -0.857], [-0.015, -1.361, 2.108], [0.823, 0.212, 1.757], [0.441, -2.062, -0.329], [-1.959, -0.763, 0.644], [-1.131, 1.051, -1.796], [0.619, 2.283, -0.642], [1.455, 0.269, -1.599]],
  "mulliken_charge": [-0.557, -0.308, -0.481, -0.194, -0.558, -0.302, 0.279, 0.222, 0.368, 0.426, 0.400, 0.218, 0.488]
}

---

{
  "formula": "C5H7N",
  "method": "the ωB97M-V functional and the def2-TZVPD basis",
  "e_above_lowest_kcal_mol": 108.63,
  "fmax_ev_per_a": 0.8,
  "energy_ev": -6783.8018,
  "species": ["C", "C", "C", "C", "C", "N", "H", "H", "H", "H", "H", "H", "H"],
  "positions_angstrom": [[1.659, -1.025, 1.495], [0.323, -0.511, 1.296], [-0.660, 0.105, 0.896], [-0.453, 0.265, -0.572], [-1.429, 0.444, -1.648], [-0.512, 1.532, -1.279], [1.805, -2.012, 1.045], [1.836, -1.072, 2.566], [2.384, -0.332, 1.045], [0.402, -0.340, -0.876], [-2.485, 0.528, -1.426], [-1.162, -0.062, -2.573], [-0.996, 2.229, -0.718]],
  "mulliken_charge": [-1.136, 0.307, -0.603, 0.548, -0.398, -0.585, 0.311, 0.340, 0.297, 0.178, 0.261, 0.218, 0.262]
}

---

{
  "formula": "C5H7N",
  "method": "the ωB97M-V functional and the def2-TZVPD basis",
  "e_above_lowest_kcal_mol": 51.73,
  "fmax_ev_per_a": 0.4,
  "energy_ev": -6786.2696,
  "species": ["C", "C", "C", "C", "N", "C", "H", "H", "H", "H", "H", "H", "H"],
  "positions_angstrom": [[-0.699, 1.127, 0.351], [-1.207, -0.289, 0.157], [-0.416, -1.294, -0.117], [0.426, -2.254, -0.386], [1.612, 1.463, -0.515], [0.808, 1.164, 0.419], [-1.118, 1.524, 1.285], [-1.058, 1.775, -0.460], [-2.278, -0.458, 0.260], [0.670, -2.515, -1.412], [0.922, -2.808, 0.407], [1.090, 1.707, -1.363], [1.247, 0.857, 1.374]],
  "mulliken_charge": [-0.536, -0.250, 0.052, -0.642, -0.602, -0.025, 0.260, 0.282, 0.346, 0.237, 0.243, 0.240, 0.394]
}

---

{
  "formula": "C5H7N",
  "method": "the ωB97M-V functional and the def2-TZVPD basis",
  "e_above_lowest_kcal_mol": 34.13,
  "fmax_ev_per_a": 2.3,
  "energy_ev": -6787.0325,
  "species": ["C", "C", "C", "C", "C", "H", "H", "H", "H", "H", "H", "H", "N"],
  "positions_angstrom": [[1.777, 0.016, 0.056], [0.522, -0.701, 0.247], [-0.662, -0.053, -0.432], [-1.610, 0.956, 0.191], [-2.014, -0.490, -0.010], [0.775, -1.686, -0.228], [0.282, -0.774, 1.318], [-0.550, -0.088, -1.505], [-1.551, 1.363, 1.250], [-2.147, 1.684, -0.479], [-2.186, -1.062, 0.861], [-2.731, -0.667, -0.852], [2.861, 0.409, -0.096]],
  "mulliken_charge": [0.148, -0.352, -0.085, -0.487, -0.608, 0.215, 0.286, 0.345, 0.233, 0.235, 0.279, 0.226, -0.435]
}

---

{
  "formula": "C5H7N",
  "method": "the ωB97M-V functional and the def2-TZVPD basis",
  "e_above_lowest_kcal_mol": 37.61,
  "fmax_ev_per_a": 6.7,
  "energy_ev": -6786.8816,
  "species": ["C", "C", "N", "C", "C", "C", "H", "H", "H", "H", "H", "H", "H"],
  "positions_angstrom": [[1.150, 1.199, 0.133], [1.033, 0.301, 1.260], [0.017, -0.627, 0.973], [-0.497, -0.321, -0.330], [0.306, 0.827, -0.898], [-1.645, -0.987, -0.970], [1.962, 1.899, 0.187], [1.492, 0.221, 2.148], [-0.307, -1.523, 1.266], [0.281, 1.064, -1.898], [-2.571, -1.030, -0.308], [-1.732, -0.452, -2.003], [-1.330, -1.901, -1.375]],
  "mulliken_charge": [-0.529, -0.526, -0.124, 0.373, -0.629, -1.028, 0.368, 0.531, 0.251, 0.439, 0.282, 0.236, 0.356]
}

---

{
  "formula": "C5H7N",
  "method": "the ωB97M-V functional and the def2-TZVPD basis",
  "e_above_lowest_kcal_mol": 88.81,
  "fmax_ev_per_a": 1.4,
  "energy_ev": -6784.6615,
  "species": ["C", "C", "C", "C", "N", "C", "H", "H", "H", "H", "H", "H", "H"],
  "positions_angstrom": [[1.229, -0.311, 0.579], [0.665, 0.810, -0.197], [0.440, -0.687, -0.633], [-1.073, -0.442, -0.530], [-1.583, -0.171, 0.778], [-0.880, 0.916, -0.038], [2.288, -0.446, 0.369], [0.959, -0.490, 1.614], [1.283, 1.676, -0.467], [0.819, -1.418, -1.346], [-1.749, -0.718, -1.325], [-0.998, -0.546, 1.525], [-1.402, 1.828, -0.329]],
  "mulliken_charge": [-0.717, -0.129, -0.328, -0.199, -0.618, -0.322, 0.255, 0.190, 0.416, 0.424, 0.400, 0.271, 0.359]
}

---

{
  "formula": "C5H7N",
  "method": "the ωB97M-V functional and the def2-TZVPD basis",
  "e_above_lowest_kcal_mol": 142.32,
  "fmax_ev_per_a": 3.9,
  "energy_ev": -6782.3411,
  "species": ["C", "C", "C", "C", "C", "N", "H", "H", "H", "H", "H", "H", "H"],
  "positions_angstrom": [[2.461, 0.025, 0.152], [-0.736, 1.131, -0.631], [-0.881, 0.057, 0.341], [0.101, 1.182, 0.546], [-0.399, -1.291, -0.068], [3.448, -0.487, -0.120], [0.340, 1.814, 1.419], [-0.197, 0.762, -1.467], [-1.428, 1.968, -0.650], [-1.876, -0.097, 0.888], [0.598, -1.409, -0.605], [-1.293, -1.855, -0.589], [-0.137, -1.800, 0.785]],
  "mulliken_charge": [-0.103, -0.497, 0.267, -0.157, -1.369, -0.401, 0.356, 0.276, 0.287, 0.319, 0.330, 0.298, 0.393]
}

---

{
  "formula": "C5H7N",
  "method": "the ωB97M-V functional and the def2-TZVPD basis",
  "e_above_lowest_kcal_mol": 64.87,
  "fmax_ev_per_a": 0.5,
  "energy_ev": -6785.6996,
  "species": ["C", "C", "N", "C", "C", "C", "H", "H", "H", "H", "H", "H", "H"],
  "positions_angstrom": [[-1.200, -0.751, 0.774], [-1.016, 0.320, -0.271], [-0.381, 1.587, 0.061], [0.334, 0.650, -0.819], [1.508, -0.043, -0.329], [2.497, -0.605, 0.071], [-0.270, -0.927, 1.324], [-1.979, -0.460, 1.488], [-1.501, -1.698, 0.313], [-1.853, 0.439, -0.959], [0.020, 1.542, 0.996], [0.419, 0.998, -1.846], [3.380, -1.092, 0.424]],
  "mulliken_charge": [-1.211, 0.244, -0.614, -0.415, -0.715, 0.391, 0.308, 0.311, 0.308, 0.362, 0.297, 0.326, 0.407]
}

---

{
  "formula": "C5H7N",
  "method": "the ωB97M-V functional and the def2-TZVPD basis",
  "e_above_lowest_kcal_mol": 58.36,
  "fmax_ev_per_a": 1.3,
  "energy_ev": -6785.9819,
  "species": ["C", "C", "C", "C", "N", "C", "H", "H", "H", "H", "H", "H", "H"],
  "positions_angstrom": [[-0.754, 1.066, -0.208], [-1.417, -0.261, 0.001], [0.794, -0.637, 0.550], [1.478, 0.160, -0.479], [0.616, 0.947, 0.354], [-0.577, -1.157, 0.504], [-1.320, 1.857, 0.300], [-0.758, 1.332, -1.279], [-2.455, -0.433, -0.228], [1.464, -1.194, 1.207], [2.510, 0.362, -0.196], [1.302, 0.061, -1.543], [-0.870, -2.074, 1.009]],
  "mulliken_charge": [-0.488, -0.322, -0.067, -0.307, -0.469, -0.536, 0.313, 0.254, 0.397, 0.339, 0.235, 0.275, 0.376]
}